Entry 1:
C12H29EuNO2S2 | ωB97M-V with the def2-TZVPD basis set

```
47
C12H29EuNO2S2, DFT ωB97M-V with the def2-TZVPD basis set
Eu 0.167 -0.232 -0.151
S -1.250 -1.836 -1.405
S 1.834 1.482 -0.689
C -0.991 -1.840 -3.213
C -2.704 -0.720 -1.254
C -2.393 0.730 -1.554
N -1.361 1.282 -0.648
C -0.736 2.516 -1.173
C 0.586 2.822 -0.504
H -3.055 -0.852 -0.232
H -3.489 -1.082 -1.914
H -3.314 1.316 -1.507
H -2.017 0.820 -2.570
H -1.404 3.375 -1.066
H -0.580 2.375 -2.239
H 0.472 2.952 0.571
H 1.006 3.744 -0.899
C 2.231 1.608 -2.469
H -1.808 1.508 0.235
H 1.359 1.435 -3.091
H 2.970 0.840 -2.672
H 2.662 2.582 -2.680
H -0.140 -2.488 -3.398
H -0.769 -0.849 -3.593
H -1.865 -2.252 -3.709
C -2.438 0.960 4.757
C -1.539 0.037 5.061
H -3.450 0.700 4.474
H -2.202 2.016 4.777
H -1.775 -1.019 5.040
H -0.527 0.297 5.344
C 2.588 -1.524 -1.600
O 1.470 -1.854 -0.817
C 1.879 -2.219 0.523
C 0.743 -2.098 1.666
O 0.147 -0.802 1.921
C 1.076 0.037 2.566
H 2.230 -1.209 -2.600
H 3.194 -2.439 -1.778
H 3.246 -0.768 -1.128
H 2.195 -3.284 0.502
H 2.747 -1.616 0.871
H -0.082 -2.783 1.378
H 1.150 -2.519 2.613
H 1.380 -0.387 3.549
H 1.968 0.229 1.937
H 0.588 1.013 2.767
```

Computed properties:
Energy above the lowest of the compared OMol25 structures with the same formula, charge and spin: 6.015 eV
E_tot: -2185.77814 Ha
LUMO energy (spin up / spin down): -6.30 / -5.47 eV
Kohn-Sham gap (spin up / spin down): 4.93 / 9.50 eV
Highest occupied orbital energy (spin up / spin down): -11.225 / -14.971 eV
Total charge: +2
Multiplicity: 8

Entry 2:
C12H29FN2O13P2S | ωB97M-V with the def2-TZVPD basis set

```
60
C12H29FN2O13P2S, DFT ωB97M-V with the def2-TZVPD basis set
N 5.382 4.398 0.651
P 3.989 3.753 -0.056
O 3.698 4.729 -1.345
N 4.804 2.464 -1.040
P 3.636 1.474 -1.843
O 2.296 1.713 -1.282
S 6.190 2.747 -1.858
O 6.538 4.118 -1.879
O 6.205 1.941 -3.028
F 7.206 2.079 -0.873
H 5.172 4.795 1.556
H 5.966 5.020 0.102
H 3.798 5.665 -1.137
H 3.771 1.749 -3.204
H 4.142 0.183 -1.665
C -0.570 2.656 -0.302
C -0.851 1.188 -0.506
O -2.233 0.842 -0.237
C -3.090 1.139 -1.205
O -2.834 1.639 -2.270
O -4.317 0.777 -0.805
C -5.360 1.095 -1.732
H -0.871 2.972 0.698
H 0.502 2.789 -0.428
H -1.100 3.264 -1.035
H -0.288 0.583 0.202
H -0.596 0.870 -1.516
H -5.129 0.705 -2.721
H -5.498 2.173 -1.790
H -6.254 0.623 -1.336
C -5.607 -0.024 5.703
C -4.588 -1.142 5.731
O -4.605 -1.908 4.514
C -3.959 -1.354 3.484
O -3.350 -0.315 3.511
O -4.082 -2.162 2.435
C -3.460 -1.680 1.234
H -6.600 -0.420 5.486
H -5.637 0.473 6.673
H -5.349 0.713 4.944
H -4.821 -1.868 6.508
H -3.582 -0.759 5.899
H -2.419 -1.423 1.417
H -3.974 -0.806 0.843
H -3.524 -2.505 0.530
C -0.137 -3.268 -2.571
C 0.375 -3.587 -1.185
O 1.551 -4.421 -1.226
C 2.689 -3.787 -1.490
O 2.813 -2.603 -1.681
O 3.677 -4.681 -1.500
C 4.969 -4.139 -1.792
H -0.312 -4.186 -3.133
H -1.077 -2.720 -2.498
H 0.577 -2.653 -3.117
H -0.347 -4.175 -0.622
H 0.602 -2.681 -0.625
H 5.198 -3.311 -1.124
H 5.012 -3.797 -2.824
H 5.667 -4.956 -1.637
```

Computed properties:
E_tot: -2743.14356 Ha
LUMO energy: 0.47 eV
Kohn-Sham gap: 10.44 eV
Highest occupied orbital energy: -9.969 eV
Total charge: 0

Entry 3:
C12H29IN3O9S2 | ωB97M-V with the def2-TZVPD basis set

```
56
C12H29IN3O9S2, DFT ωB97M-V with the def2-TZVPD basis set
C -2.979 3.651 2.704
C -2.158 5.015 2.591
O -2.113 5.381 1.208
C -0.670 4.650 2.963
O -0.282 3.635 2.031
N 0.805 2.906 2.490
C 0.727 1.587 2.155
N 0.968 0.698 3.172
N 0.470 1.166 0.843
C -0.823 0.413 0.814
C -1.064 -0.342 -0.523
O -2.134 -0.272 -1.002
I 0.417 -1.540 -1.511
H -2.386 2.927 3.309
H -3.898 3.869 3.288
H -3.223 3.242 1.706
H -2.579 5.794 3.258
H -2.949 5.835 1.019
H -0.025 5.556 2.927
H -0.712 4.294 4.024
H 0.896 2.954 3.508
H 1.904 0.740 3.575
H 0.260 0.078 3.546
H 1.249 0.553 0.572
H -0.936 -0.307 1.658
H -1.631 1.174 0.924
O 2.891 0.203 -3.027
S 2.838 1.412 -3.800
O 2.342 1.421 -5.140
O 4.278 2.108 -3.770
C 5.416 1.341 -4.199
C 5.464 1.189 -5.707
C 1.978 2.648 -2.877
H 5.427 0.368 -3.702
H 6.300 1.884 -3.864
H 4.632 0.584 -6.070
H 6.391 0.704 -6.014
H 5.392 2.162 -6.194
H 2.373 2.676 -1.864
H 0.924 2.374 -2.864
H 2.105 3.608 -3.372
O -3.340 -6.839 2.359
S -2.133 -6.318 1.794
O -1.594 -5.055 2.212
O -2.265 -6.321 0.197
C -3.383 -5.641 -0.394
C -3.213 -4.136 -0.352
C -0.864 -7.538 1.913
H -4.314 -5.948 0.089
H -3.434 -5.970 -1.431
H -3.235 -3.767 0.675
H -4.014 -3.641 -0.903
H -2.253 -3.844 -0.779
H -1.254 -8.491 1.561
H -0.577 -7.612 2.960
H -0.012 -7.220 1.315
```

Computed properties:
Energy above the lowest of the compared OMol25 structures with the same formula, charge and spin: 0.000 eV
E_tot: -2409.70433 Ha
LUMO energy: -5.61 eV
Kohn-Sham gap: 6.86 eV
Highest occupied orbital energy: -12.470 eV
Total charge: +1

Entry 4:
C12H29N4O3S | ωB97M-V with the def2-TZVPD basis set

```
49
C12H29N4O3S, DFT ωB97M-V with the def2-TZVPD basis set
C -2.081 1.459 -0.772
C -2.114 -0.074 -1.352
S -1.739 -0.245 -3.179
C -0.790 1.220 -3.857
N 0.700 1.071 -3.592
H -1.122 1.617 -0.091
H -3.018 1.592 -0.045
H -2.207 2.269 -1.607
H -3.230 -0.469 -1.202
H -1.404 -0.736 -0.678
H -0.910 1.175 -5.044
H -1.195 2.271 -3.537
H 0.968 0.175 -4.090
C -6.245 3.070 -1.391
C -5.020 3.927 -1.541
O -3.952 3.642 -1.004
N -5.117 5.055 -2.303
C -6.271 5.558 -3.009
H -6.013 2.209 -0.757
H -7.047 3.642 -0.916
H -6.567 2.702 -2.369
H -4.252 5.580 -2.357
H -6.016 5.626 -4.069
H -6.492 6.558 -2.628
H -7.147 4.920 -2.885
C 2.200 0.415 -0.580
C 1.711 0.411 0.841
O 0.798 1.141 1.220
N 2.313 -0.438 1.723
C 3.392 -1.365 1.475
H 1.625 1.141 -1.163
H 3.254 0.703 -0.613
H 2.062 -0.573 -1.027
H 1.930 -0.383 2.659
H 3.039 -2.369 1.724
H 4.222 -1.102 2.135
H 3.730 -1.344 0.438
C 3.362 -4.908 4.225
C 4.175 -4.655 2.987
O 3.668 -4.255 1.942
N 5.519 -4.884 3.046
C 6.297 -5.351 4.168
H 2.311 -4.682 4.025
H 3.439 -5.959 4.516
H 3.705 -4.262 5.038
H 5.998 -4.691 2.174
H 7.055 -4.596 4.392
H 6.791 -6.280 3.875
H 5.686 -5.527 5.054
```

Computed properties:
E_tot: -1317.47807 Ha
LUMO energy: 1.99 eV
Kohn-Sham gap: 3.18 eV
Highest occupied orbital energy: -1.189 eV
Total charge: -1

Entry 5:
C12H30AgO16P2S2 | ωB97M-V with the def2-TZVPD basis set

```
63
C12H30AgO16P2S2, DFT ωB97M-V with the def2-TZVPD basis set
Ag -0.476 11.030 20.198
S 0.134 8.439 19.240
O 0.634 7.405 20.138
O 1.051 9.638 19.251
O -0.048 7.949 17.869
O -1.161 9.021 19.806
S 1.166 12.791 21.713
O 2.614 12.627 21.598
O 0.475 12.986 20.369
O 0.500 11.529 22.198
O 0.855 13.932 22.603
C -2.605 9.645 16.463
C -2.678 10.856 15.570
O -1.417 11.554 15.483
P -0.887 12.375 16.740
O -1.022 11.686 18.003
O 0.580 12.727 16.331
C 1.600 11.706 16.669
C 2.711 11.834 15.661
O -1.656 13.760 16.663
C -1.593 14.555 15.474
C -2.991 14.919 15.043
H -2.465 9.928 17.504
H -3.549 9.086 16.430
H -1.813 8.959 16.168
H -2.896 10.567 14.538
H -3.479 11.544 15.865
H 1.910 11.934 17.684
H 1.134 10.723 16.637
H 3.374 10.971 15.742
H 2.320 11.924 14.647
H 3.338 12.709 15.851
H -0.999 15.442 15.712
H -1.054 14.022 14.688
H -2.934 15.516 14.130
H -3.550 14.008 14.828
H -3.494 15.485 15.825
C -6.229 12.183 23.561
C -6.150 12.639 22.126
O -5.028 12.066 21.452
P -3.587 12.721 21.448
O -2.600 11.901 20.779
O -3.791 14.153 20.790
C -3.717 14.252 19.351
C -5.022 13.894 18.691
O -3.332 13.085 22.933
C -1.917 13.381 23.271
C -1.887 14.117 24.576
H -7.125 12.613 24.022
H -6.305 11.100 23.611
H -5.367 12.565 24.102
H -7.027 12.331 21.550
H -6.100 13.729 22.028
H -3.423 15.278 19.135
H -2.909 13.602 19.009
H -5.213 12.822 18.776
H -5.864 14.443 19.111
H -4.937 14.105 17.621
H -1.390 12.432 23.299
H -1.447 13.972 22.490
H -0.854 14.396 24.769
H -2.512 15.017 24.508
H -2.323 13.535 25.393
```

Computed properties:
Energy above the lowest of the compared OMol25 structures with the same formula, charge and spin: 0.000 eV
E_tot: -3305.41769 Ha
LUMO energy (spin up / spin down): 3.99 / 3.99 eV
Kohn-Sham gap (spin up / spin down): 6.05 / 5.68 eV
Highest occupied orbital energy (spin up / spin down): -2.057 / -1.684 eV
Total charge: -2
Multiplicity: 2

Entry 6:
C12H30B2F8N2NaO4 | ωB97M-V with the def2-TZVPD basis set

```
59
C12H30B2F8N2NaO4, DFT ωB97M-V with the def2-TZVPD basis set
Na 0.104 0.341 -0.766
B -0.623 0.127 -3.030
F -0.792 1.201 -2.290
F -0.785 0.397 -4.350
F 0.693 -0.337 -2.801
F -1.565 -0.642 -2.442
B 1.822 1.802 -2.204
F 2.955 2.418 -1.863
F 1.051 1.474 -1.151
F 1.015 2.518 -3.076
F 2.133 0.610 -2.735
C 0.357 0.787 2.124
O -0.460 -0.073 1.380
C -0.188 -1.498 1.525
C -0.146 -2.185 0.175
N 0.402 -1.272 -0.900
C 1.853 -1.182 -0.744
C 2.681 -2.380 -1.283
O 2.680 -3.424 -0.316
C 3.471 -4.511 -0.704
H 0.375 1.791 1.698
H 1.391 0.452 2.196
H 0.035 0.965 3.150
H -0.941 -1.917 2.192
H 0.740 -1.733 2.047
H -1.207 -2.288 -0.053
H 0.152 -3.233 0.197
H 0.158 -1.713 -1.775
H 2.098 -0.920 0.286
H 2.249 -0.351 -1.327
H 3.722 -2.166 -1.525
H 2.236 -2.746 -2.208
H 3.432 -5.375 -0.040
H 4.484 -4.155 -0.515
H 3.395 -4.851 -1.737
C -0.850 3.100 3.650
O -1.310 2.604 2.331
C -0.364 3.226 1.398
C -0.991 3.034 -0.014
N -0.995 1.615 -0.181
C -2.111 1.208 -0.998
C -2.501 -0.213 -0.522
O -2.717 -0.316 0.906
C -3.025 -1.454 1.509
H 0.239 3.066 3.623
H -1.209 2.518 4.499
H -1.204 4.128 3.731
H 0.670 2.883 1.433
H -0.263 4.311 1.451
H -0.443 3.690 -0.690
H -1.928 3.585 0.070
H -1.093 1.182 0.726
H -1.938 1.026 -2.059
H -2.963 1.882 -0.909
H -1.639 -0.836 -0.763
H -3.114 -0.752 -1.245
H -3.081 -1.441 2.597
H -2.217 -2.151 1.286
H -3.934 -1.829 1.038
```

Computed properties:
E_tot: -1896.32906 Ha
LUMO energy: 2.21 eV
Kohn-Sham gap: 6.66 eV
Highest occupied orbital energy: -4.449 eV
Total charge: -1